(1)
Molecular formula: CH4FNO
Method: DFT, the ωB97M-V functional and the def2-TZVPD basis

XYZ file:
```
8
Properties=species:S:1:pos:R:3:lowdin_charge:R:1
C 0.44 -0.33 0.37 -0.318
N 0.69 0.80 -0.33 0.107
O -1.28 -0.98 -0.09 -0.223
F 1.17 -1.30 -0.16 0.049
H 0.39 -0.30 1.41 0.125
H 0.50 1.79 -0.13 0.122
H 1.00 0.68 -1.31 0.129
H -0.83 -1.64 -0.70 0.009
```

The value obtained for the energy relative to the best compared isomer or geometry (same formula, charge and spin) is 34.51 kcal/mol. The highest occupied orbital energy comes out at -9.54 eV. The value obtained for the total energy is -270.29772 hartree. Its charge is 0. The lowest unoccupied orbital energy is 0.872 eV. The calculation puts the maximum force at 4.5 eV Å⁻¹.

(2)
Molecular formula: C18H26O
Method: DFT, the ωB97M-V functional and the def2-TZVPD basis

XYZ file:
```
45
Properties=species:S:1:pos:R:3:lowdin_charge:R:1
O -3.44 -4.33 -0.13 0.080
C -3.15 -3.34 -0.76 -0.379
C -1.96 -1.21 -0.55 0.043
C 0.36 -2.27 0.47 0.041
C -1.89 -2.61 -0.44 -0.110
C -0.67 -3.12 0.05 -0.201
C -0.95 -0.34 -0.09 -0.127
C 0.23 -0.85 0.43 -0.114
C -4.24 -2.79 -1.72 -0.017
C -0.48 -4.61 0.19 -0.042
C -2.71 1.40 1.88 -0.076
C -2.55 3.22 0.30 -0.088
C 0.93 2.83 0.34 -0.050
C 1.87 0.01 2.16 -0.031
C 2.33 0.20 -0.30 -0.028
C -1.00 1.17 -0.06 -0.177
C -2.38 1.72 0.45 -0.393
C 0.26 1.52 0.78 -0.244
C 1.22 0.25 0.77 -0.433
H -2.87 -0.78 -1.01 0.111
H 1.28 -2.67 0.89 0.113
H -4.72 -1.91 -1.26 0.082
H -3.74 -2.54 -2.68 0.090
H -4.99 -3.54 -1.94 0.079
H 0.58 -4.83 0.44 0.083
H -0.71 -5.04 -0.78 0.079
H -1.16 -5.01 0.94 0.082
H -1.99 1.92 2.56 0.088
H -3.71 1.81 2.12 0.085
H -2.69 0.33 2.04 0.078
H -1.88 3.77 0.97 0.067
H -2.32 3.58 -0.72 0.083
H -3.60 3.50 0.54 0.091
H 0.26 3.69 0.48 0.066
H 1.18 2.79 -0.72 0.078
H 1.82 3.03 0.94 0.081
H 2.50 -0.89 2.10 0.081
H 1.04 -0.15 2.86 0.088
H 2.47 0.87 2.53 0.087
H 1.91 0.49 -1.27 0.092
H 3.11 0.94 -0.09 0.085
H 2.75 -0.78 -0.31 0.073
H -0.83 1.51 -1.10 0.152
H -3.18 1.28 -0.14 0.120
H -0.06 1.65 1.84 0.131
```

The highest occupied orbital energy comes out at -8.76 eV. The value obtained for the total energy is -776.72919 hartree. Its charge is 0. The lowest unoccupied orbital energy is 0.605 eV. As for the SMILES: CC(=O)c1cc2c(cc1C)C(C)(C)[C@@H](C)[C@@H]2C(C)C. The calculation puts the maximum force at 2.4 eV Å⁻¹.

(3)
Molecular formula: C32H45F2Ge2N5O10P2Ti
Method: DFT, the ωB97M-V functional and the def2-TZVPD basis

XYZ file:
```
99
Properties=species:S:1:pos:R:3:lowdin_charge:R:1
Ti -7.51 18.75 4.35 0.991
N -11.34 16.50 2.47 0.163
C -11.19 17.28 3.79 -0.438
C -12.60 17.26 4.44 -0.044
P -10.33 18.83 3.32 0.323
O -11.47 19.89 3.24 -0.117
O -9.46 19.19 4.51 -0.369
O -9.63 18.45 2.06 -0.288
P -9.85 16.40 4.77 0.301
O -10.29 14.90 4.42 -0.146
O -10.14 16.62 6.19 -0.254
O -8.54 16.72 4.11 -0.429
H -12.25 16.68 2.00 0.172
H -11.20 15.49 2.65 0.146
H -10.62 16.84 1.82 0.119
H -13.28 17.79 3.80 0.076
H -12.58 17.86 5.34 0.089
H -12.83 16.24 4.68 0.082
H -10.93 20.77 3.32 0.093
H -9.81 14.23 4.95 0.056
N -6.88 18.51 2.16 -0.035
C -5.47 18.70 1.86 -0.194
C -5.04 19.81 2.83 -0.211
N -5.53 19.54 4.21 -0.071
H -7.23 17.62 1.82 0.084
H -7.48 19.17 1.71 0.079
H -5.28 18.98 0.74 0.163
H -5.00 17.73 2.12 0.054
H -5.53 20.69 2.49 0.073
H -3.98 19.98 2.84 0.112
H -5.59 20.48 4.70 0.112
H -4.77 19.01 4.71 0.080
C -4.25 13.11 3.42 -0.212
Ge -5.14 14.88 2.89 0.758
C -3.78 15.52 1.59 -0.262
C -6.72 14.47 1.70 -0.253
Ge -5.90 16.42 4.81 0.902
C -6.70 15.10 6.06 -0.345
C -6.93 15.40 7.41 -0.110
C -7.85 14.63 8.12 -0.087
C -8.47 13.51 7.58 -0.077
C -8.22 13.21 6.22 -0.095
C -7.32 14.00 5.47 -0.147
C -4.01 16.54 5.42 -0.371
C -3.10 17.18 4.58 -0.203
C -1.76 17.16 4.80 -0.108
C -1.24 16.49 5.89 -0.079
C -2.11 15.85 6.79 -0.072
C -3.46 15.82 6.50 -0.107
H -4.03 12.81 2.40 -0.009
H -4.99 12.45 3.91 0.017
H -3.32 13.22 3.90 -0.005
H -2.96 16.12 2.03 0.010
H -4.29 15.99 0.76 0.002
H -3.30 14.56 1.26 0.029
H -7.34 13.54 1.88 0.036
H -6.33 14.36 0.67 0.010
H -7.37 15.29 1.64 -0.049
H -6.42 16.30 7.83 0.109
H -8.18 14.95 9.12 0.111
H -9.10 12.89 8.19 0.099
H -8.69 12.35 5.80 0.091
H -7.19 13.77 4.47 0.036
H -3.45 17.70 3.66 0.075
H -1.12 17.59 4.02 0.112
H -0.19 16.55 6.05 0.085
H -1.76 15.45 7.73 0.101
H -4.11 15.20 7.08 0.083
F -9.35 23.88 7.81 0.030
C -8.77 22.64 7.81 -0.234
C -9.61 21.57 7.48 -0.017
C -9.12 20.36 7.15 -0.051
C -7.75 20.14 7.01 -0.304
C -7.28 18.82 6.49 -0.196
C -6.91 21.13 7.45 -0.077
C -7.35 22.40 7.84 -0.028
H -10.67 21.77 7.53 0.122
H -9.79 19.58 6.84 0.108
H -8.04 18.00 6.78 0.085
H -6.33 18.62 6.93 0.043
H -5.81 20.99 7.37 0.129
H -6.63 23.19 8.10 0.116
F -3.57 23.38 6.16 0.075
C -4.33 23.33 5.04 -0.160
C -5.68 23.44 4.99 0.044
N -6.36 23.37 3.80 0.017
C -7.84 23.24 3.76 -0.002
C -8.38 21.83 3.48 -0.540
O -9.51 21.80 2.94 0.017
O -7.66 20.84 3.79 -0.100
C -5.82 23.07 2.58 -0.516
O -6.42 23.02 1.52 0.098
N -4.47 22.78 2.66 0.200
C -3.60 22.92 3.81 -0.393
O -2.45 22.69 3.75 0.136
H -6.33 23.58 5.89 0.132
H -8.12 23.91 2.94 0.138
H -8.28 23.55 4.66 0.120
H -4.02 22.62 1.79 0.158
```

The highest occupied orbital energy (alpha / beta) comes out at -7.37 / -7.36 eV. The value obtained for the total energy is -8158.62849 hartree. Its charge is 0. The lowest unoccupied orbital energy (alpha / beta) is -0.172 / -0.168 eV. The calculation puts the maximum force at 3.4 eV Å⁻¹.